1.
ORCA calculation (wB97M-V/def2-TZVPD) on a molecular structure, C7H7BeClCsIK2LiNaO14S2 at a distorted geometry.

```
38
Properties=species:S:1:pos:R:3:forces:R:3
O -3.126 -2.703 0.371 0.081 -0.019 0.233
C 0.348 1.440 -1.399 0.376 -0.050 -0.017
O 3.636 -0.132 0.811 -1.194 -2.035 0.121
O 6.639 -1.089 2.954 -0.001 -0.016 0.205
Cs -5.556 3.417 0.111 -5.472 3.090 2.429
H -0.426 0.370 0.187 -0.336 0.175 -0.098
Cl -2.171 4.357 2.500 0.063 -4.970 0.016
K 0.349 1.321 2.144 0.962 -0.380 1.441
O -3.822 -3.763 -1.703 0.007 -0.234 0.148
H -2.213 1.111 -1.868 0.233 -0.219 -0.219
C -0.669 1.324 -0.293 0.413 1.187 -0.564
O 4.151 -0.304 -1.395 -0.086 0.214 0.722
O -2.034 -4.740 -0.388 0.334 -1.049 1.199
O -5.053 -0.454 0.479 0.027 1.345 1.768
S -4.142 -0.004 -0.489 -0.267 -4.615 -1.682
C -3.049 2.189 -0.215 -0.021 -0.353 0.278
S -2.683 -3.440 -0.848 -0.206 0.832 -0.485
H -0.588 2.187 0.397 -0.740 -0.033 -0.529
O 5.644 -0.952 0.133 -0.364 0.042 0.259
C 1.435 0.697 -1.219 -0.453 0.425 0.047
C -2.090 1.175 -0.791 0.845 0.416 0.643
C 4.560 -0.471 -0.177 0.968 0.370 -1.178
I -2.786 4.260 -0.783 2.046 -0.222 -1.308
O -2.582 -0.011 -0.139 -1.327 1.134 0.529
Na 3.405 -2.220 -1.745 -0.027 -0.664 -0.456
H 1.994 0.158 -1.946 1.006 0.914 -0.567
Be 2.846 -1.518 0.754 0.817 1.860 0.937
C 7.427 -1.797 2.332 0.192 -0.068 -0.175
H -2.984 2.077 0.897 -0.102 0.756 -0.658
O -4.349 1.671 -0.651 3.744 -2.894 -0.653
Li -1.857 -5.804 1.092 -0.251 1.149 -1.312
K -2.162 6.652 2.667 0.110 4.725 0.426
O 7.357 -3.054 2.252 -0.231 0.054 0.016
O -4.223 -0.637 -1.736 -0.316 1.101 -1.381
O 8.450 -1.377 1.732 -0.089 0.086 0.047
H 0.226 2.088 -2.255 -0.808 -0.587 -0.558
H 1.772 0.620 -0.198 -0.090 -1.368 0.138
O -1.673 -2.646 -1.573 0.153 -0.102 0.243
```
Positions in Å, forces in eV/Å.

Kohn-Sham gap: 2.622 eV
E_tot: -116541.679 eV
strongest force on any atom: 6.7 eV Å⁻¹
ΔE to the lowest compared entry with this formula, charge and spin: 0.000 eV

2.
ORCA calculation (wB97M-V/def2-TZVPD) on a molecular structure, C15H17CsN4OS2.

```
40
Properties=species:S:1:pos:R:3:forces:R:3
H -4.621 1.336 -0.141 0.010 0.007 0.011
C 0.729 5.021 2.428 -0.038 0.046 0.031
C 1.576 -3.587 -1.237 -0.050 0.123 -0.042
H 0.948 5.358 3.439 0.027 -0.013 -0.001
H 3.135 2.152 -0.008 0.004 -0.031 0.001
C -3.932 1.009 -0.928 -0.079 -0.015 -0.013
C 2.612 -4.491 -1.297 0.065 -0.032 0.001
H 0.586 -3.873 -1.583 0.010 -0.023 -0.001
C -3.809 -3.225 -0.960 0.019 -0.016 0.003
S 0.648 3.793 -0.446 -0.150 -0.001 -0.275
C 3.580 2.869 1.941 0.004 -0.004 0.010
C -3.900 -0.502 -0.937 0.091 0.015 -0.005
C 2.887 -1.909 -0.329 -0.159 -0.268 -0.145
H 4.718 -4.721 -0.900 0.015 0.020 0.009
Cs 0.120 0.258 -0.829 -0.271 0.190 -0.203
H -6.033 -0.689 -1.125 0.003 -0.004 0.001
C -5.089 -1.215 -1.051 -0.041 -0.006 0.006
H -2.680 2.482 -0.657 0.029 0.026 0.007
H -4.343 1.352 -1.885 0.010 0.007 0.001
C -5.041 -2.595 -1.063 -0.008 0.031 -0.003
N -2.719 -1.099 -0.842 -0.003 -0.078 0.007
H -3.725 -4.303 -0.960 0.006 0.003 -0.001
S 3.027 -0.324 0.356 0.460 0.105 0.260
N 1.684 -2.335 -0.781 0.233 -0.140 0.093
C 4.005 -2.773 -0.390 -0.066 0.127 0.044
H -1.696 -2.883 -0.761 0.008 0.012 -0.006
C 3.866 -4.054 -0.864 -0.041 -0.043 -0.027
C -2.680 -2.433 -0.852 -0.095 -0.017 0.012
N 1.784 4.137 1.988 0.009 -0.037 -0.248
H -0.227 4.499 2.410 0.010 -0.009 0.025
H 0.653 5.876 1.758 0.027 0.008 0.013
H 2.455 -5.492 -1.672 -0.004 0.006 -0.004
C 2.875 3.705 2.725 0.005 -0.013 0.075
H -5.952 -3.174 -1.149 0.002 -0.005 0.000
C 1.805 3.575 0.748 0.171 -0.009 0.468
N 2.927 2.817 0.728 -0.110 0.009 -0.068
H 4.467 2.295 2.137 -0.009 -0.015 -0.027
H 4.956 -2.397 -0.038 0.012 -0.024 -0.002
H 3.040 4.017 3.740 -0.008 0.031 -0.014
O -2.635 1.523 -0.718 -0.101 0.039 0.007
```
Positions in Å, forces in eV/Å.

Kohn-Sham gap: 6.658 eV
E_tot: -46058.403 eV
strongest force on any atom: 0.5 eV Å⁻¹
ΔE to the lowest compared entry with this formula, charge and spin: 0.000 eV

3.
ORCA calculation (wB97M-V/def2-TZVPD) on 3 unconnected molecules or ions with the total composition C33H62BrN6O2 at a distorted geometry.

```
104
Properties=species:S:1:pos:R:3:forces:R:3
H -5.220 -2.208 3.012 0.112 -0.259 -0.274
C -4.394 -2.909 2.859 -0.099 -0.842 -0.962
C 0.176 -2.653 -1.161 0.304 0.232 -1.278
H 5.836 -2.860 0.734 0.181 -0.248 0.165
H -6.770 5.716 2.059 0.012 -0.035 -0.040
H -5.571 5.256 0.850 0.019 0.046 0.023
H 8.844 -4.571 -1.647 -0.055 0.012 -0.100
H -1.954 3.975 -1.738 0.029 -0.358 0.190
H 6.154 -5.269 2.598 -0.028 0.375 0.331
H 7.940 -3.385 -3.642 -0.054 0.094 -0.002
H 0.332 4.162 1.960 -0.130 0.221 -0.250
H 0.246 3.713 -2.452 -0.001 -0.485 -0.024
H 4.888 -5.640 -0.098 -0.176 0.208 0.463
H -3.807 -2.973 3.788 -0.027 0.083 -0.379
C 0.910 -3.353 -2.345 0.421 -0.957 1.152
H 0.261 -4.092 -2.843 -0.074 0.489 0.036
H 9.217 -2.172 -3.524 -0.046 0.046 0.026
N -4.577 0.592 -0.685 0.457 0.118 0.284
C -2.328 2.243 -2.949 -0.225 0.195 0.705
H -5.130 2.555 -1.155 -0.019 -0.009 0.446
H -4.758 -3.931 2.653 -0.092 0.340 0.266
H 11.098 -2.499 -1.734 -0.006 -0.006 0.033
O 0.030 4.674 -0.048 0.153 -0.220 0.059
H 10.050 -4.451 -2.919 -0.107 0.023 -0.065
H -3.922 0.362 2.327 0.284 0.208 -0.135
C -4.766 1.998 -0.270 -1.079 -0.406 -1.181
H -1.280 -2.142 -2.667 -0.030 0.406 0.266
C 2.121 -4.134 -1.728 -0.088 1.638 0.103
H -0.177 2.698 0.391 0.321 -0.069 -0.323
C -2.074 -3.120 1.735 -0.319 0.513 0.371
H -1.399 1.736 4.353 1.158 -1.484 0.943
C 10.440 -3.201 -1.218 0.003 -0.031 0.023
C -2.778 0.752 -2.759 0.512 0.096 -1.486
H 3.237 -2.300 -2.138 0.235 -0.204 0.177
C -2.921 0.422 1.838 -0.597 -1.658 1.491
H 1.808 -4.580 -0.771 -0.006 -0.282 -0.469
H -3.837 0.622 -3.003 0.217 0.066 0.578
H 0.339 1.954 -1.995 -0.060 0.315 -0.145
H 4.648 -4.352 2.694 0.300 0.117 -0.056
N -2.875 -0.527 0.711 0.572 -0.289 -2.285
H 6.826 -4.339 0.545 -0.198 0.306 -0.006
C 4.619 -3.847 -1.288 -1.261 0.306 0.523
Br -7.328 1.021 1.101 0.256 -0.357 -0.472
C 7.777 -2.091 -2.000 0.864 -0.606 -1.197
H 11.063 -3.950 -0.727 0.015 0.029 -0.034
H 1.300 -2.624 -3.069 -0.317 -0.196 0.031
N 7.146 -1.496 -1.263 -0.635 0.695 0.813
H -5.068 8.995 2.923 -0.085 0.061 0.010
N -2.437 0.161 -1.461 0.336 0.530 -0.503
H 3.046 -2.656 -0.394 0.050 0.099 -0.371
H 0.891 -1.916 -0.761 -0.252 -0.301 0.224
C -1.819 0.186 2.874 -0.861 0.149 0.285
H 4.629 -4.589 -2.101 0.357 0.372 0.106
H -1.650 2.332 -3.810 -0.187 -0.188 0.271
H -2.790 0.546 4.753 -1.022 1.437 -1.055
H 6.162 -3.503 3.065 0.102 -0.433 -0.077
C -5.118 7.111 1.856 -0.027 -0.263 -0.115
H -3.857 2.510 0.054 -0.181 -0.321 0.063
C 9.478 -3.869 -2.194 0.240 -0.050 0.193
N -3.856 -1.570 0.902 -0.952 1.039 2.048
N -7.270 9.577 0.762 -0.683 0.557 -0.899
H -1.267 -2.379 1.710 -0.107 -0.367 -0.277
H 1.450 3.118 -0.171 -0.194 0.357 -0.155
H -2.244 0.154 -3.515 -0.119 0.019 0.426
C -0.096 2.932 -1.756 -0.383 0.536 1.218
H -6.714 6.539 0.492 -0.022 0.077 0.085
H -0.985 -0.496 2.675 0.770 1.675 -0.912
H -6.448 7.975 3.337 -0.034 0.041 -0.024
C -1.988 0.857 4.068 -0.016 -0.201 -0.026
H -1.975 2.529 -0.743 -0.011 -0.112 -0.363
H -5.269 -0.039 -0.281 0.192 0.086 0.285
C 3.251 -3.100 -1.382 0.168 -1.209 -0.204
H 9.906 -2.659 -0.435 -0.012 0.030 -0.055
O -5.713 3.120 1.519 0.229 2.723 2.381
H -2.798 1.469 1.529 0.186 -0.461 -0.368
H 2.492 -4.916 -2.401 -0.083 0.235 0.133
H -2.059 -3.766 0.844 0.202 0.313 0.165
C -1.125 -1.918 -1.598 0.131 -0.702 0.362
C -5.812 2.205 0.834 0.347 -1.963 -1.725
C -0.263 4.844 1.326 0.026 0.181 0.698
H -4.485 6.614 2.596 -0.004 0.109 0.045
C -6.104 6.098 1.283 -0.021 0.194 -0.092
H 5.420 -3.102 -1.389 -0.131 -0.571 -0.039
C -3.458 -2.463 1.739 0.590 -0.522 0.860
C 5.714 -4.277 2.429 0.026 0.006 -0.688
C 0.379 3.328 -0.338 -0.457 -0.605 0.061
H -0.486 0.020 -2.182 -0.075 0.271 0.500
H -0.030 5.866 1.657 -0.003 -0.225 -0.405
H -3.217 2.835 -3.213 0.191 -0.289 0.070
C 5.870 -3.943 0.914 -1.173 -0.511 0.692
C -5.810 8.307 2.517 0.021 0.015 -0.368
C -1.651 2.916 -1.720 0.453 0.603 -0.868
C -3.286 0.100 -0.508 -0.261 -0.386 0.906
C 8.600 -2.864 -2.948 -0.094 -0.108 0.345
H -0.612 -0.142 -0.378 -0.212 -0.005 -0.208
H 0.001 -3.444 -0.422 -0.164 0.474 0.054
C -6.636 9.026 1.530 0.808 -0.593 1.233
H -1.988 -2.376 -1.088 0.219 0.403 -0.007
C -1.060 -0.389 -1.343 -0.224 -1.053 -0.663
H -4.461 7.462 1.057 0.008 0.081 0.081
H -1.932 -3.771 2.606 -0.101 0.275 -0.171
C 4.697 -4.575 0.107 1.232 0.492 -1.173
H -1.332 4.672 1.555 0.261 -0.088 -0.256
H 3.741 -4.467 0.641 0.311 -0.091 -0.068
```
Positions in Å, forces in eV/Å.

total charge: +1
Kohn-Sham gap: 7.690 eV
E_tot: -118291.514 eV
strongest force on any atom: 3.6 eV Å⁻¹

Q: Which of these has the highest strongest force on any atom?
A: C7H7BeClCsIK2LiNaO14S2

Q: The highest strongest force on any atom belongs to which entry?
A: C7H7BeClCsIK2LiNaO14S2

Q: Which value of Kohn-Sham gap does entry 1 give?
A: 2.622 eV

Q: Among the records above, which one has the lowest strongest force on any atom?
A: C15H17CsN4OS2